# 1
DFT (the ωB97M-V functional and the def2-TZVPD basis) results for one molecule with the formula C3H6N6 in a non-equilibrium geometry.

Values from the calculation:
SMILES ... C1CN1/N=c1/nn[nH][nH]1
DFT total energy ... -12143.6741 eV
Lowest unoccupied orbital energy ... 0.2 eV
Total charge ... 0
Kohn-Sham gap ... 8.553 eV
Highest occupied orbital energy ... -8.3 eV

```
15
Properties=species:S:1:pos:R:3:forces:R:3:lowdin_charge:R:1
N 1.042 -0.900 -0.698 -0.5355 0.0751 0.3405 0.08
N -0.190 1.176 -0.250 2.8225 -1.2085 -2.4109 0.07
N 2.151 1.019 -0.911 0.9624 -0.0498 -0.0487 0.07
N 2.901 0.072 -1.294 -0.1600 0.4966 -0.4663 0.01
N -1.322 0.273 -0.082 2.0718 0.8829 0.0524 -0.14
N 2.196 -1.072 -1.399 2.6075 -0.6013 -0.2478 -0.05
C -1.156 -0.109 1.305 -4.3142 -2.6989 -0.3613 -0.17
C 0.912 0.490 -0.634 -4.6559 1.1785 1.6921 -0.39
C -2.286 0.809 0.851 0.4120 1.3218 1.7682 -0.15
H -0.422 0.364 1.841 1.7218 0.8975 1.1496 0.07
H -2.188 1.821 1.352 0.2641 -0.9596 -1.3539 0.12
H 2.790 -1.909 -1.235 -0.7972 0.8373 0.1086 0.16
H -1.414 -1.154 1.545 0.3809 0.5530 -0.0353 0.10
H -3.344 0.571 0.725 0.5510 -0.5822 -0.1109 0.09
H 0.331 -1.451 -1.114 -1.3313 -0.1425 -0.0763 0.13
```
Forces are in eV/Å.

---

# 2
DFT (the ωB97M-V functional and the def2-TZVPD basis) results for a 2-piece molecular cluster, C3H5NOS overall in a non-equilibrium geometry.

Values from the calculation:
SMILES ... c1cocn1.S
DFT total energy ... -17563.4200 eV
Lowest unoccupied orbital energy ... 0.9 eV
Total charge ... 0
Kohn-Sham gap ... 10.431 eV
Highest occupied orbital energy ... -9.5 eV

```
11
Properties=species:S:1:pos:R:3:forces:R:3:lowdin_charge:R:1
S 2.853 0.353 0.283 -1.0808 -1.4700 -3.2090 0.53
O -1.342 0.653 -1.451 -0.9636 -1.0622 -1.1163 0.07
N -1.097 0.955 0.710 0.2868 1.2737 1.0899 0.07
C -1.026 1.459 -0.479 0.4727 1.0568 2.3725 -0.26
C -1.702 -0.480 -0.805 -1.1427 -1.6864 2.1427 -0.10
C -1.574 -0.297 0.561 0.3452 -0.1446 -3.5513 -0.12
H -1.757 -1.020 1.305 -0.1344 -0.3833 0.8767 0.10
H -2.276 -1.305 -1.217 0.6741 0.4464 -0.9257 0.12
H -0.873 2.503 -0.587 0.4862 0.5170 -0.9159 0.13
H 3.254 0.834 1.354 0.8014 1.4464 2.9342 -0.30
H 1.625 0.907 0.290 0.2551 0.0063 0.3021 -0.24
```
Forces are in eV/Å.

---

# 3
DFT (the ωB97M-V functional and the def2-TZVPD basis) results for C47H36CrIP3S2Se as an isolated structure in a non-equilibrium geometry.

Values from the calculation:
DFT total energy ... -200728.2435 eV
Lowest unoccupied orbital energy (spin up / spin down) ... 4.0 / 4.0 eV
Total charge ... -2
Kohn-Sham gap (spin up / spin down) ... 3.852 / 3.858 eV
Highest occupied orbital energy (spin up / spin down) ... 0.1 / 0.1 eV

```
91
Properties=species:S:1:pos:R:3:forces:R:3:lowdin_charge:R:1
I -1.359 -0.069 -2.433 0.5798 -0.3018 -0.0721 1.26
Se 2.330 -1.844 -0.045 0.0120 -1.1498 1.0019 0.05
Cr 0.444 -0.455 -0.346 -0.3485 0.2939 -0.6500 -0.72
S 3.693 -2.072 -1.725 0.4149 0.1603 -0.7382 -0.31
S -0.067 -0.198 1.971 -0.2006 0.4139 0.0275 0.34
P 1.732 1.295 -1.064 0.3532 0.6168 -0.4107 0.74
P -0.678 -2.533 -0.305 1.0180 -0.1424 -0.3352 0.88
P -0.006 1.717 1.214 -0.2850 0.8485 0.5141 0.40
C -1.682 2.467 1.572 -0.1152 0.0414 -0.2062 -0.32
C 1.675 4.755 3.496 -0.1565 -0.1385 -0.1523 -0.11
C -0.533 -5.052 -1.686 -0.0525 -0.1976 -0.1191 -0.11
C 0.375 2.134 -0.369 0.1783 -0.9383 0.4815 -0.54
C -2.070 3.649 0.924 -0.2806 -0.1138 0.1023 -0.12
C 0.797 -5.297 2.415 -0.0746 0.1331 -0.0665 -0.09
C -2.600 1.867 2.432 -0.1118 0.1365 0.0869 -0.10
C -2.980 -0.168 -1.159 0.1466 0.2306 -0.3027 -0.59
C 0.602 -3.239 -2.732 0.0408 -0.2025 -0.1294 -0.16
C 5.605 1.516 0.443 -0.1873 0.0166 -0.0427 -0.09
C 0.915 2.613 -3.420 -0.0112 0.1899 -0.2896 -0.14
C -4.228 3.604 2.018 0.0636 -0.0094 -0.0371 -0.13
C 5.785 2.881 0.613 -0.1607 0.0640 -0.0622 -0.13
C 4.406 1.018 -0.078 0.1776 0.1714 0.0371 -0.12
C -3.213 -3.738 0.012 0.4690 0.8013 -0.2611 -0.10
C -0.948 -4.075 3.521 0.0155 0.0343 -0.1672 -0.10
C 0.449 -5.370 -3.863 0.0569 0.0990 0.0103 -0.12
C -2.550 -2.576 -0.389 -0.8988 -0.5847 0.3333 -0.25
C -0.149 -3.707 -1.658 -0.4555 -0.1583 -0.0328 -0.34
C -3.722 0.984 -1.139 -0.1227 -0.3627 0.3203 -0.17
C 2.075 2.497 -5.539 -0.0442 -0.0291 0.1516 -0.13
C -4.565 -3.767 0.380 -0.4277 0.3280 -0.0068 -0.08
C -3.358 -1.389 -0.533 -0.8065 -0.0147 0.3730 -0.18
C 1.885 1.815 -2.825 -0.0165 0.0073 0.0073 -0.35
C 3.381 1.885 -0.444 -0.0624 0.2808 0.1057 -0.32
C 2.252 2.096 2.925 0.0100 0.2434 0.1896 -0.09
C 2.857 4.200 3.965 0.0565 -0.1402 -0.0362 -0.13
C 3.144 2.869 3.675 -0.2019 -0.1555 -0.1748 -0.10
C 0.038 -5.056 3.553 -0.0373 0.0552 -0.1143 -0.12
C -0.247 -5.877 -2.773 -0.0697 0.1325 0.2392 -0.11
C 0.573 -4.562 1.251 0.1377 -0.0858 0.1150 -0.12
C 4.763 3.761 0.249 -0.1165 -0.1596 -0.0766 -0.11
C 3.044 1.683 -4.951 -0.1493 0.0391 0.1878 -0.10
C -4.718 -1.393 -0.028 0.7218 0.0336 -0.2884 -0.16
C 3.574 3.264 -0.278 0.2100 -0.1680 0.1356 -0.10
C 1.008 2.956 -4.774 -0.0081 -0.0678 0.1708 -0.11
C -3.329 4.216 1.150 0.3170 -0.1750 -0.0738 -0.11
C -5.292 -2.603 0.416 0.2241 -0.3638 0.0316 -0.05
C 0.893 -4.056 -3.827 -0.0284 0.0865 0.1457 -0.08
C -5.481 -0.198 -0.018 0.0447 0.2023 -0.1131 -0.05
C -3.863 2.427 2.655 0.2251 -0.1432 -0.0663 -0.11
C -0.422 -3.591 1.199 -0.3913 0.0720 0.0457 -0.37
C 2.945 1.338 -3.606 -0.0359 0.0384 -0.1283 -0.08
C -1.179 -3.356 2.352 0.1253 -0.1133 0.0115 -0.13
C -4.984 0.974 -0.525 -0.2648 -0.1077 0.2575 -0.09
C 1.058 2.645 2.445 0.1487 0.1916 -0.1010 -0.30
C 0.795 3.985 2.733 0.0872 0.0827 0.2013 -0.09
H -0.564 -6.916 -2.760 0.0219 0.0817 0.0301 0.09
H 1.438 5.792 3.716 -0.0170 -0.0550 -0.0324 0.09
H 1.196 -4.731 0.385 0.0556 0.0037 -0.0438 0.09
H -1.031 -5.488 -0.830 -0.0867 -0.0026 -0.0254 0.08
H 3.870 1.307 -5.546 -0.0524 0.0065 0.0625 0.09
H 0.240 3.580 -5.231 0.1223 -0.0882 0.0943 0.09
H 1.581 -6.048 2.432 -0.0473 0.0658 -0.0235 0.10
H -5.023 -4.702 0.689 0.0772 0.0382 -0.0029 0.10
H -6.484 -0.233 0.396 0.0548 -0.0158 -0.0122 0.10
H -1.538 -3.865 4.407 0.0066 0.0080 -0.0295 0.09
H 3.671 0.665 -3.160 0.0129 -0.0270 0.0397 0.07
H 1.027 -2.254 -2.688 0.0971 0.3576 -0.0402 0.02
H 0.217 -5.623 4.460 -0.0010 0.0290 -0.0125 0.09
H -0.122 4.434 2.370 0.0558 0.0545 0.0047 0.08
H -4.567 1.923 3.314 0.1133 0.0553 -0.0605 0.09
H -2.645 -4.647 0.113 0.0900 -0.0903 0.0798 0.09
H -3.612 5.129 0.632 0.0565 -0.0682 0.0431 0.09
H 4.277 -0.043 -0.223 0.0171 -0.1888 -0.0287 -0.04
H 0.674 -6.007 -4.715 -0.0142 0.0671 0.0801 0.09
H 0.094 2.964 -2.799 0.0385 -0.0053 -0.0439 0.07
H -1.378 4.094 0.221 0.0180 0.0048 -0.0444 0.09
H 4.892 4.831 0.388 -0.0321 -0.0641 -0.0184 0.09
H 6.397 0.825 0.721 -0.1032 0.0311 -0.0490 0.10
H -6.318 -2.596 0.774 0.0645 0.0047 -0.0242 0.10
H 1.496 -3.657 -4.637 -0.0558 -0.0084 0.1335 0.10
H -3.332 1.884 -1.600 -0.0689 -0.0759 0.0049 0.09
H 2.769 3.938 -0.545 -0.0530 0.0672 0.0159 0.10
H -2.323 0.941 2.920 0.0156 -0.0380 -0.0096 0.06
H -1.951 -2.598 2.333 -0.0181 0.0611 0.0506 0.09
H 3.554 4.801 4.545 -0.0758 -0.0915 -0.0621 0.09
H 2.474 1.058 2.712 0.0506 -0.0695 -0.0549 0.09
H 2.147 2.761 -6.589 -0.0038 -0.0074 0.0311 0.08
H -5.211 4.035 2.185 0.0720 -0.0200 -0.0141 0.09
H 6.713 3.264 1.027 -0.0626 -0.0079 -0.0212 0.08
H -5.571 1.885 -0.484 0.0422 -0.0543 0.0125 0.10
H 4.073 2.426 4.024 -0.1029 0.0212 -0.0590 0.10
```
Forces are in eV/Å.

---

# 4
DFT (the ωB97M-V functional and the def2-TZVPD basis) results for C8H21NO4P as an isolated structure in a non-equilibrium geometry.

Values from the calculation:
DFT total energy ... -27596.7013 eV
Lowest unoccupied orbital energy ... -3.4 eV
Total charge ... +1
Kohn-Sham gap ... 8.915 eV
Highest occupied orbital energy ... -12.3 eV

```
35
Properties=species:S:1:pos:R:3:forces:R:3:lowdin_charge:R:1
P 0.901 1.004 0.636 0.9434 0.1740 -0.5752 0.97
O -1.498 0.535 0.006 -0.7249 0.4072 1.0512 -0.15
O 2.181 0.232 1.189 0.2106 -1.3448 -0.7367 -0.28
O 0.695 2.055 1.841 0.5487 1.1763 -3.1680 -0.14
O 0.113 -1.061 -0.443 -1.2142 -1.8412 0.2468 -0.22
N 0.031 3.549 -0.744 -0.6886 1.9343 -0.1861 0.03
C 3.110 -0.665 0.377 -2.0069 0.3692 -0.8085 -0.18
C 2.981 -0.426 -1.137 -1.1160 0.4243 0.4985 -0.09
C -3.816 1.294 0.150 1.1919 2.6290 2.9746 -0.10
C 1.188 2.884 -0.921 -1.9319 1.6311 5.1017 -0.07
C 0.732 -3.408 0.204 -1.1501 -0.0028 -1.6104 -0.05
C -0.515 -0.263 0.537 1.2290 -0.0108 -0.1186 -0.45
C -2.873 0.135 0.024 -0.6527 -1.4269 -1.7826 -0.26
C -0.331 -2.498 -0.534 0.7939 0.5631 2.1854 -0.15
H 0.396 1.620 2.579 -1.1586 -1.3649 3.3970 0.03
H -0.086 4.169 0.101 0.2923 -1.1563 -1.4613 0.14
H -3.166 -0.596 0.864 0.9526 0.7429 -1.3166 0.15
H 3.079 0.655 -1.475 0.2222 -1.4043 0.4420 0.08
H 1.892 -0.780 -1.343 2.2748 0.5411 -0.3228 0.09
H 3.768 -1.086 -1.552 -0.6199 0.4895 -0.3803 0.09
H 3.998 -0.421 0.881 1.4601 0.0351 0.0755 0.10
H 1.678 -3.268 -0.298 0.3284 -0.1870 -0.3402 0.04
H 1.365 2.471 -1.816 0.8521 -1.5040 -3.0190 0.05
H 2.877 -1.757 0.432 -0.1285 1.0768 0.9844 0.10
H 1.970 3.253 -0.229 -0.1320 -0.6724 -0.8146 0.11
H 0.905 -3.032 1.223 -0.5221 -0.6022 -0.1135 0.08
H -0.536 -2.677 -1.565 0.4580 -0.3361 -0.7924 0.11
H -3.676 2.227 -0.447 -0.1973 -1.3164 -0.3491 0.09
H -3.733 1.767 1.212 0.2334 -0.9186 -1.3758 0.11
H -0.755 -0.886 1.454 -0.0692 0.8540 -0.7948 0.17
H -3.016 -0.311 -1.039 -0.1223 0.1048 1.9219 0.15
H -0.668 3.744 -1.504 1.1703 -0.8159 1.1362 0.15
H -1.295 -2.631 -0.029 0.0824 0.3906 0.0696 0.11
H 0.437 -4.507 0.067 0.3959 1.5955 0.7260 0.11
H -4.802 0.919 0.220 -1.2049 -0.2342 -0.7441 0.06
```
Forces are in eV/Å.

---

- Look up the total charge of the third one.
  -2